No. 1
Molecular formula: C18H27O15Pt
Method: DFT, wB97M-V/def2-TZVPD

## Properties
**Total charge**: -1
**ΔE to the lowest compared entry with this formula, charge and spin**: 6.7 kcal per mole
**HOMO-LUMO gap (spin up / spin down)**: 5.85 / 5.86 eV
**Spin multiplicity**: 3
**Expectation value of S²**: 2.004

Element x y z (Å)
1 Pt -0.13 -0.87 -2.15
2 C 4.14 -0.52 -1.53
3 C 3.14 -0.89 -2.63
4 O 3.52 -0.79 -3.79
5 O 1.98 -1.22 -2.21
6 H 4.89 -1.30 -1.37
7 H 3.64 -0.43 -0.56
8 H 4.68 0.38 -1.83
9 C -0.19 3.63 -3.31
10 C 0.37 2.21 -3.53
11 O 1.27 2.10 -4.36
12 O -0.19 1.31 -2.83
13 H -1.09 3.59 -2.69
14 H -0.46 4.07 -4.26
15 H 0.55 4.18 -2.73
16 C -1.08 -3.34 -5.33
17 C -0.78 -2.42 -4.19
18 O -1.05 -2.78 -3.00
19 O -0.25 -1.31 -4.41
20 H -0.29 -4.10 -5.35
21 H -1.04 -2.83 -6.29
22 H -1.99 -3.93 -5.23
23 C 2.34 -2.05 3.85
24 C 2.31 -1.68 2.38
25 C 3.21 -2.56 1.47
26 O 2.37 -2.93 0.40
27 C 1.11 -2.48 0.62
28 O 0.23 -2.54 -0.16
29 O 1.02 -1.89 1.84
30 H 3.40 -2.01 4.16
31 H 2.02 -3.06 4.10
32 H 1.78 -1.33 4.44
33 H 2.67 -0.65 2.28
34 H 3.57 -3.48 1.93
35 H 4.08 -1.98 1.16
36 C -5.63 0.58 1.35
37 C -4.12 0.74 1.33
38 C -3.34 -0.48 1.86
39 O -2.88 -1.10 0.69
40 C -2.91 -0.23 -0.35
41 O -2.35 -0.39 -1.37
42 O -3.63 0.87 -0.01
43 H -6.12 1.52 1.09
44 H -5.90 0.39 2.39
45 H -6.00 -0.20 0.69
46 H -3.88 1.69 1.81
47 H -3.96 -1.13 2.47
48 H -2.48 -0.12 2.44
49 C 0.82 2.33 3.89
50 C -0.17 2.43 2.77
51 C 0.14 3.49 1.68
52 O 0.33 2.72 0.50
53 C 0.10 1.41 0.74
54 O 0.19 0.56 -0.07
55 O -0.31 1.22 2.03
56 H 0.85 3.22 4.51
57 H 1.84 2.13 3.54
58 H 0.60 1.46 4.51
59 H -1.17 2.62 3.19
60 H 1.02 4.08 1.92
61 H -0.76 4.08 1.52

The molecule's Löwdin atomic charges, reported in e, are given here:
1. Pt 1.29
2. C -0.03
3. C -0.70
4. O 0.01
5. O -0.19
6. H 0.07
7. H 0.04
8. H 0.07
9. C -0.04
10. C -0.73
11. O -0.01
12. O -0.17
13. H 0.05
14. H 0.06
15. H 0.06
16. C -0.02
17. C -0.73
18. O -0.13
19. O -0.04
20. H 0.08
21. H 0.07
22. H 0.07
23. C -0.03
24. C -0.32
25. C -0.10
26. O 0.08
27. C -0.55
28. O 0.13
29. O 0.08
30. H 0.09
31. H 0.09
32. H 0.07
33. H 0.15
34. H 0.13
35. H 0.12
36. C -0.03
37. C -0.31
38. C -0.09
39. O 0.09
40. C -0.53
41. O 0.11
42. O 0.09
43. H 0.08
44. H 0.09
45. H 0.10
46. H 0.14
47. H 0.13
48. H 0.12
49. C -0.03
50. C -0.32
51. C -0.07
52. O 0.09
53. C -0.52
54. O 0.15
55. O 0.06
56. H 0.09
57. H 0.09
58. H 0.08
59. H 0.14
60. H 0.13
61. H 0.13



No. 2
Molecular formula: C18H28BrCl16IN2O2PS
Method: DFT, wB97M-V/def2-TZVPD

## Properties
**Total charge**: -1
**HOMO-LUMO gap**: 6.30 eV
**Spin multiplicity**: 1

Element x y z (Å)
1 C -0.47 -4.28 1.72
2 C -0.76 -2.79 1.31
3 C -2.06 -2.40 2.03
4 C 0.45 -1.93 1.74
5 P 0.57 -0.30 0.69
6 Br -0.78 0.79 2.40
7 C 1.47 -1.25 -0.71
8 C 2.99 -1.43 -0.78
9 C 3.53 -2.66 -0.02
10 I 4.96 -3.76 -1.25
11 C 0.41 1.32 -0.36
12 C 1.66 1.85 -1.06
13 S 1.19 2.88 -2.53
14 C 0.69 1.63 -3.64
15 N 1.41 1.01 -4.48
16 N 0.55 0.13 -5.13
17 C -0.60 0.28 -4.65
18 O -0.60 1.23 -3.66
19 C 2.15 0.35 1.58
20 C 2.83 -0.46 2.67
21 C 2.25 -0.26 4.08
22 O 4.18 0.13 2.76
23 H -0.80 -4.93 0.91
24 H 0.60 -4.48 1.86
25 H -1.05 -4.57 2.60
26 H -0.87 -2.82 0.22
27 H -2.48 -1.51 1.56
28 H -1.84 -2.20 3.08
29 H -2.77 -3.23 1.96
30 H 1.32 -2.58 1.58
31 H 0.26 -1.73 2.79
32 H -0.68 -0.71 0.07
33 H 1.02 -2.24 -0.74
34 H 1.13 -0.80 -1.65
35 H 3.21 -1.67 -1.82
36 H 3.65 -0.58 -0.58
37 H 4.13 -2.38 0.84
38 H 2.76 -3.38 0.21
39 H -0.38 1.14 -1.10
40 H 0.01 2.10 0.28
41 H 2.40 1.15 -1.43
42 H 2.18 2.56 -0.41
43 H -1.50 -0.22 -4.93
44 H 2.93 0.75 0.93
45 H 1.80 1.24 2.11
46 H 3.03 -1.51 2.46
47 H 3.07 -0.16 4.79
48 H 1.69 0.67 4.12
49 H 1.63 -1.10 4.40
50 H 4.81 -0.57 2.94
51 C -2.46 5.20 -3.07
52 Cl -1.35 4.69 -4.35
53 Cl -2.39 6.97 -2.92
54 Cl -4.11 4.70 -3.49
55 Cl -2.00 4.46 -1.55
56 C -7.58 2.42 -3.34
57 Cl -7.01 3.65 -4.48
58 Cl -6.29 1.25 -3.06
59 Cl -8.03 3.18 -1.81
60 Cl -8.99 1.59 -4.03
61 C -5.76 7.54 0.13
62 Cl -6.57 9.11 -0.02
63 Cl -6.91 6.25 -0.26
64 Cl -4.40 7.45 -0.99
65 Cl -5.19 7.33 1.79
66 C 4.75 -6.42 2.33
67 Cl 5.74 -6.89 0.95
68 Cl 5.05 -4.72 2.72
69 Cl 3.04 -6.63 1.94
70 Cl 5.17 -7.42 3.73

The molecule's Löwdin atomic charges, reported in e, are given here:
1. C -0.09
2. C -0.47
3. C -0.13
4. C -0.34
5. P 0.45
6. Br 0.24
7. C -0.29
8. C -0.35
9. C -0.61
10. I 0.70
11. C -0.42
12. C -0.48
13. S 0.90
14. C -0.74
15. N 0.07
16. N 0.04
17. C -0.19
18. O 0.01
19. C -0.29
20. C -0.42
21. C -0.06
22. O -0.10
23. H 0.07
24. H 0.04
25. H 0.06
26. H 0.10
27. H 0.04
28. H 0.07
29. H 0.06
30. H 0.04
31. H 0.04
32. H 0.00
33. H 0.07
34. H 0.06
35. H 0.05
36. H 0.09
37. H 0.00
38. H 0.02
39. H 0.05
40. H 0.01
41. H 0.05
42. H 0.07
43. H 0.13
44. H 0.07
45. H 0.03
46. H 0.10
47. H 0.07
48. H 0.05
49. H 0.07
50. H 0.06
51. C -2.02
52. Cl 0.54
53. Cl 0.47
54. Cl 0.49
55. Cl 0.56
56. C -2.05
57. Cl 0.50
58. Cl 0.54
59. Cl 0.51
60. Cl 0.52
61. C -2.04
62. Cl 0.51
63. Cl 0.50
64. Cl 0.48
65. Cl 0.53
66. C -2.05
67. Cl 0.48
68. Cl 0.52
69. Cl 0.53
70. Cl 0.51



No. 3
Molecular formula: C18H28Cl2INO3PRe
Method: DFT, wB97M-V/def2-TZVPD

## Properties
**Total charge**: +3
**HOMO-LUMO gap (spin up / spin down)**: 6.57 / 4.99 eV
**Spin multiplicity**: 4
**Expectation value of S²**: 3.991

Element x y z (Å)
1 Re 0.57 -0.31 -0.44
2 Cl 7.41 2.79 -0.71
3 C 6.07 1.77 -0.69
4 C 6.25 0.38 -0.64
5 C 5.17 -0.47 -0.64
6 Cl 5.40 -2.15 -0.60
7 C 3.81 0.04 -0.67
8 O 2.84 -0.76 -0.71
9 C 3.66 1.48 -0.69
10 C 2.37 2.06 -0.64
11 O 1.33 1.35 -0.47
12 C 4.77 2.32 -0.71
13 H 7.26 -0.03 -0.60
14 H 2.25 3.13 -0.75
15 H 4.65 3.39 -0.75
16 C -3.01 -1.79 0.35
17 C -3.00 -0.35 -0.16
18 C -3.07 -0.30 -1.69
19 P -1.52 0.60 0.43
20 C -1.67 2.39 -0.06
21 C -1.45 2.66 -1.56
22 C -2.99 2.99 0.41
23 C -1.39 0.55 2.28
24 C -2.74 0.53 3.00
25 C -0.50 -0.62 2.73
26 H -3.91 -2.29 -0.02
27 H -3.03 -1.85 1.43
28 H -2.15 -2.34 -0.03
29 H -3.86 0.18 0.26
30 H -2.18 -0.74 -2.15
31 H -3.19 0.72 -2.07
32 H -3.93 -0.87 -2.03
33 H -0.86 2.85 0.51
34 H -2.41 2.71 -2.08
35 H -0.84 1.91 -2.06
36 H -0.98 3.63 -1.70
37 H -3.85 2.51 -0.08
38 H -3.02 4.04 0.13
39 H -3.12 2.93 1.49
40 H -0.87 1.49 2.53
41 H -3.33 -0.35 2.75
42 H -3.34 1.41 2.82
43 H -2.55 0.49 4.08
44 H -1.01 -1.58 2.63
45 H -0.23 -0.49 3.78
46 H 0.44 -0.67 2.16
47 N 1.98 -3.67 -0.70
48 C 0.70 -3.40 -0.69
49 O 0.29 -2.18 -0.51
50 C -0.29 -4.47 -0.92
51 I -0.83 -4.30 -3.02
52 H 2.66 -2.92 -0.63
53 H 2.31 -4.61 -0.82
54 H -1.20 -4.33 -0.34
55 H 0.13 -5.46 -0.76

The molecule's Löwdin atomic charges, reported in e, are given here:
1. Re 1.49
2. Cl 0.94
3. C -0.59
4. C -0.05
5. C -0.52
6. Cl 0.89
7. C -0.30
8. O -0.10
9. C -0.09
10. C -0.01
11. O -0.23
12. C 0.06
13. H 0.14
14. H 0.18
15. H 0.15
16. C -0.08
17. C -0.50
18. C -0.09
19. P 0.98
20. C -0.51
21. C -0.11
22. C -0.07
23. C -0.51
24. C -0.07
25. C -0.11
26. H 0.11
27. H 0.07
28. H 0.04
29. H 0.12
30. H 0.06
31. H 0.07
32. H 0.10
33. H 0.10
34. H 0.08
35. H 0.05
36. H 0.09
37. H 0.09
38. H 0.11
39. H 0.07
40. H 0.12
41. H 0.08
42. H 0.07
43. H 0.11
44. H 0.08
45. H 0.10
46. H 0.03
47. N 0.28
48. C -0.54
49. O -0.25
50. C -0.49
51. I 0.95
52. H 0.08
53. H 0.17
54. H 0.06
55. H 0.08